Record 1
Entry from the Open Molecules 2025 dataset: a cluster of 3 separate species, C22H51Br2N2OS in total (ωB97M-V/def2-TZVPD).

Geometry (Å):
C -1.338 3.786 1.782
C -1.700 2.744 0.703
O -2.788 3.088 -0.133
C -2.682 4.320 -0.816
C -3.140 4.152 -2.257
C -2.115 3.505 -3.197
C -0.996 4.490 -3.547
C -0.143 4.073 -4.746
S 1.173 2.852 -4.485
C 2.679 3.682 -3.901
Br 2.419 5.053 -2.559
C 3.745 2.676 -3.443
C 3.325 1.608 -2.445
Br 4.489 1.853 -5.042
H -1.908 4.711 1.697
H -0.270 4.008 1.721
H -1.517 3.372 2.776
H -0.796 2.501 0.119
H -2.000 1.821 1.201
H -3.334 5.059 -0.335
H -1.660 4.724 -0.769
H -3.398 5.140 -2.657
H -4.057 3.559 -2.255
H -2.634 3.207 -4.115
H -1.704 2.600 -2.728
H -1.432 5.456 -3.823
H -0.381 4.666 -2.667
H 0.352 4.921 -5.227
H -0.762 3.579 -5.500
H 0.722 2.218 -3.387
H 3.037 4.186 -4.799
H 4.539 3.282 -3.011
H 2.412 1.081 -2.732
H 4.104 0.846 -2.428
H 3.236 1.997 -1.429
C -4.036 1.144 4.246
C -3.255 -0.102 3.859
N -2.896 -0.942 4.987
C -1.940 -1.983 4.654
C -2.381 -3.083 3.681
C -3.999 -1.343 5.847
C -5.163 -2.113 5.210
H -3.490 1.739 4.981
H -4.196 1.760 3.359
H -5.016 0.907 4.659
H -2.321 0.213 3.382
H -3.828 -0.645 3.090
H -1.612 -2.445 5.589
H -1.055 -1.487 4.241
H -3.067 -3.790 4.146
H -1.509 -3.649 3.349
H -2.864 -2.673 2.792
H -4.401 -0.444 6.319
H -3.578 -1.931 6.666
H -5.470 -1.675 4.259
H -6.028 -2.086 5.876
H -4.923 -3.161 5.037
C 2.814 -1.930 -0.863
C 2.768 -3.422 -0.569
N 3.125 -4.229 -1.722
C 2.812 -5.641 -1.559
C 3.556 -6.425 -0.474
C 4.416 -3.934 -2.324
C 5.665 -4.037 -1.438
H 2.179 -1.705 -1.724
H 2.453 -1.357 -0.007
H 3.827 -1.590 -1.084
H 1.745 -3.690 -0.292
H 3.391 -3.629 0.315
H 2.967 -6.129 -2.525
H 1.737 -5.709 -1.363
H 4.587 -6.639 -0.754
H 3.059 -7.383 -0.312
H 3.563 -5.898 0.481
H 4.374 -2.924 -2.740
H 4.530 -4.592 -3.189
H 5.509 -3.577 -0.460
H 6.499 -3.519 -1.915
H 5.974 -5.068 -1.278

Computed properties:
DFT total energy: -179580.808 eV
Charge: +1
Gap between HOMO and LUMO: 6.154 eV
HOMO: -9.501 eV

---

Record 2
Entry from the Open Molecules 2025 dataset: a cluster of 2 separate species, C3H5N in total (ωB97M-V/def2-TZVPD).

Geometry (Å):
C -0.286 0.855 -0.531
C 0.104 1.462 -1.743
C 0.115 -0.852 1.582
N -0.990 1.842 -0.734
H 1.048 1.955 -1.731
H -0.110 0.924 -2.606
H -0.439 -1.795 1.311
H -0.431 -0.072 2.242
H 1.250 -0.972 1.717

Computed properties:
DFT total energy: -4675.623 eV
Energy above the lowest of the compared OMol25 structures with the same formula, charge and spin: 6.234 eV
Gap between HOMO and LUMO (spin up / spin down): 9.320 / 7.886 eV
HOMO (spin up / spin down): -9.365 / -9.009 eV

---

Record 3
Entry from the Open Molecules 2025 dataset: a structure of composition C29H54BN6P2RhS (ωB97M-V/def2-TZVPD).

Geometry (Å):
Rh 0.636 -0.550 -0.739
C 3.851 -2.172 -1.421
C 3.857 -1.508 -0.035
C 5.366 -1.200 0.223
C 3.380 -2.580 0.960
P 2.876 0.075 -0.007
C 2.986 0.625 1.886
N 1.825 0.006 2.379
B 0.937 -0.677 1.397
N -0.152 -1.177 2.203
C -1.191 -1.983 1.646
P -1.440 -1.497 -0.247
C -2.988 -0.441 -0.139
C -4.124 -1.290 0.336
C -3.207 0.195 -1.529
C -2.656 0.607 0.913
C -1.725 -3.280 -1.009
C -2.446 -4.262 0.005
C -2.439 -3.346 -2.303
C -0.320 -3.745 -1.197
C -0.082 -0.595 3.465
C -1.008 -0.724 4.507
C -0.590 -0.215 5.723
C 0.631 0.437 5.887
C 1.531 0.575 4.826
C 1.117 0.078 3.577
C 3.437 1.677 -0.789
C 3.357 1.434 -2.363
C 4.874 2.083 -0.463
C 2.364 2.795 -0.496
H 4.542 -3.041 -1.397
H 2.844 -2.475 -1.745
H 4.136 -1.519 -2.232
H 5.965 -2.114 0.339
H 5.734 -0.630 -0.641
H 5.492 -0.598 1.088
H 3.982 -3.451 0.817
H 3.468 -2.179 1.962
H 2.357 -2.837 0.780
H 3.857 0.314 2.422
H 2.862 1.759 1.950
H -0.987 -3.068 1.660
H -2.112 -1.926 2.196
H -4.027 -1.535 1.418
H -5.050 -0.683 0.234
H -4.194 -2.193 -0.257
H -2.818 -0.386 -2.363
H -4.286 0.249 -1.656
H -2.778 1.169 -1.564
H -2.743 0.199 1.923
H -1.686 1.037 0.723
H -3.350 1.444 0.801
H -1.976 -4.313 0.944
H -3.501 -3.921 0.173
H -2.468 -5.296 -0.512
H -3.513 -3.184 -2.219
H -1.987 -2.605 -2.994
H -2.220 -4.298 -2.855
H 0.230 -3.762 -0.231
H -0.301 -4.775 -1.586
H 0.270 -3.096 -1.859
H -1.915 -1.355 4.442
H -1.238 -0.302 6.599
H 0.876 0.847 6.848
H 2.497 0.964 5.068
H 4.127 0.697 -2.650
H 2.412 1.025 -2.646
H 3.547 2.440 -2.806
H 5.620 1.319 -0.759
H 5.107 3.066 -0.942
H 4.906 2.224 0.637
H 1.340 2.586 -0.906
H 2.204 2.948 0.571
H 2.722 3.776 -0.883
C -5.183 4.920 -0.190
N -3.830 4.546 -0.523
C -2.651 4.818 0.052
N -2.774 5.806 0.998
S -1.191 4.146 -0.418
H -5.863 4.124 -0.440
H -5.580 5.711 -0.842
H -5.231 5.109 0.875
H -3.818 3.708 -1.077
H -3.463 6.529 0.791
H -1.843 6.072 1.361
N -0.172 -0.882 -3.794
C -0.903 -0.219 -4.714
C -0.947 1.114 -4.404
C -0.492 1.204 -3.094
N -0.016 -0.040 -2.621
H 0.309 -1.860 -3.855
H -1.175 -0.694 -5.672
H -1.277 1.909 -5.053
H -0.507 2.112 -2.465

Computed properties:
DFT total energy: -72969.664 eV
Spin multiplicity: 5
Charge: +2
Gap between HOMO and LUMO (spin up / spin down): 4.700 / 3.804 eV
HOMO (spin up / spin down): -9.307 / -12.631 eV

---

Record 4
Entry from the Open Molecules 2025 dataset: a cluster of 4 separate species, C32H73FO5Si in total (ωB97M-V/def2-TZVPD).

Geometry (Å):
C -2.699 1.633 5.499
C -2.974 0.282 4.814
C -2.958 0.323 3.282
C -2.509 -0.986 2.627
C -2.990 -1.140 1.185
C -2.023 -1.901 0.279
C -1.874 -3.400 0.618
C -0.421 -3.930 0.621
C 0.432 -3.410 -0.545
C 1.378 -2.232 -0.235
C 1.205 -1.029 -1.161
C 1.696 0.320 -0.626
C 1.199 0.696 0.792
Si 2.553 1.033 2.058
C 2.814 2.871 2.163
C 2.830 3.558 0.774
C 1.695 4.565 0.558
C 1.587 5.625 1.658
O 0.632 5.245 2.658
O 2.206 0.464 3.565
C 1.165 -0.425 3.926
C 1.484 -1.134 5.252
C 2.968 -1.092 5.638
C 3.407 0.246 6.258
C 4.199 0.197 1.602
C 4.194 -1.327 1.651
F 5.138 0.687 2.559
H -3.566 2.010 6.047
H -1.877 1.558 6.215
H -2.423 2.399 4.768
H -2.231 -0.451 5.141
H -3.944 -0.106 5.146
H -2.284 1.130 2.964
H -3.951 0.587 2.895
H -1.410 -1.029 2.636
H -2.845 -1.830 3.243
H -3.144 -0.138 0.764
H -3.967 -1.641 1.190
H -2.334 -1.779 -0.764
H -1.041 -1.411 0.363
H -2.302 -3.585 1.611
H -2.466 -3.987 -0.092
H 0.034 -3.679 1.588
H -0.468 -5.023 0.583
H -0.249 -3.115 -1.355
H 1.028 -4.237 -0.945
H 2.417 -2.580 -0.296
H 1.231 -1.910 0.805
H 0.141 -0.947 -1.420
H 1.731 -1.220 -2.106
H 1.318 1.081 -1.319
H 2.788 0.374 -0.696
H 0.669 1.658 0.753
H 0.442 -0.020 1.135
H 3.751 3.053 2.699
H 2.007 3.268 2.790
H 3.787 4.074 0.634
H 2.773 2.823 -0.040
H 0.732 4.046 0.497
H 1.841 5.058 -0.408
H 1.314 6.593 1.224
H 2.554 5.754 2.159
H -0.074 5.899 2.679
H 0.235 0.148 4.005
H 1.019 -1.171 3.131
H 1.157 -2.176 5.173
H 0.895 -0.682 6.057
H 3.577 -1.303 4.754
H 3.151 -1.909 6.343
H 3.568 0.156 7.335
H 4.333 0.614 5.811
H 2.651 1.020 6.099
H 4.580 0.542 0.633
H 5.029 -1.651 2.279
H 3.283 -1.749 2.089
H 4.323 -1.772 0.661
C -1.818 1.668 -2.089
C -1.422 3.083 -2.474
C -1.969 3.484 -3.832
O -0.002 3.238 -2.433
H -1.418 0.953 -2.815
H -1.406 1.422 -1.109
H -2.902 1.543 -2.054
H -1.784 3.776 -1.710
H -1.570 2.825 -4.607
H -1.667 4.503 -4.078
H -3.059 3.427 -3.853
H 0.374 2.679 -3.123
C -2.531 3.172 -7.707
C -1.149 3.804 -7.692
C -0.600 4.010 -9.094
O -0.241 3.042 -6.896
H -2.487 2.187 -8.181
H -2.910 3.049 -6.693
H -3.236 3.784 -8.270
H -1.198 4.768 -7.180
H -0.506 3.047 -9.605
H 0.384 4.475 -9.056
H -1.263 4.641 -9.687
H -0.150 2.172 -7.303
C -0.566 -6.612 -3.523
C -1.392 -6.541 -2.251
C -1.969 -7.893 -1.861
O -2.428 -5.568 -2.376
H -1.191 -6.939 -4.359
H -0.156 -5.632 -3.766
H 0.258 -7.320 -3.421
H -0.767 -6.167 -1.438
H -2.634 -8.258 -2.649
H -2.545 -7.810 -0.940
H -1.180 -8.632 -1.715
H -3.017 -5.861 -3.081

Computed properties:
DFT total energy: -55201.890 eV
SMILES string: CCCCCCCCCCCCC[Si@@](CCCCO)(OCCCC)[C@H](C)F.CC(C)O.CC(C)O.CC(C)O
Gap between HOMO and LUMO: 9.774 eV
HOMO: -9.176 eV

---

Record 5
Entry from the Open Molecules 2025 dataset: a structure of composition C19H17BrF6N4O4PReSe2 (ωB97M-V/def2-TZVPD).

Geometry (Å):
Re -0.711 -0.541 0.152
Se 0.132 1.257 1.761
Se 0.131 3.825 0.906
C 1.993 3.932 0.502
C 2.723 5.058 0.944
C 3.979 5.270 0.437
C 4.588 4.258 -0.351
C 3.850 3.128 -0.618
N 2.539 3.019 -0.289
C -1.683 1.133 2.203
C -2.456 1.839 3.125
C -3.830 1.691 3.042
C -4.378 0.795 2.060
C -3.554 -0.051 1.319
N -2.205 0.142 1.375
H 2.257 5.703 1.721
H 4.502 6.250 0.438
H 5.598 4.337 -0.749
H 4.259 2.243 -1.143
H -1.956 2.438 3.880
H -4.431 2.268 3.707
H -5.413 0.717 1.815
H -3.837 -0.911 0.751
Br -3.008 -0.569 -2.738
C -2.877 -1.968 -1.499
C -3.566 -3.122 -1.853
C -3.583 -4.241 -0.983
C -2.912 -4.107 0.250
C -2.191 -2.959 0.491
N -2.194 -1.882 -0.355
C -1.183 -2.880 1.659
O -1.323 -3.565 2.685
O -0.228 -1.990 1.471
H -4.093 -3.113 -2.783
H -4.223 -5.077 -1.253
H -2.946 -4.868 1.060
N 0.479 -1.960 -1.161
C 0.885 -1.628 -2.586
C 1.283 -0.122 -2.721
C 0.137 0.873 -2.438
O -0.242 1.754 -3.192
O -0.515 0.668 -1.244
H 1.367 -2.257 -0.667
H 0.007 -2.865 -1.211
H 0.052 -1.955 -3.268
H 1.779 -2.246 -2.782
H 1.649 0.056 -3.719
H 2.090 0.156 -1.970
F 1.933 -0.331 0.409
P 3.352 -1.127 0.559
F 4.084 0.304 0.867
F 4.702 -1.890 0.751
F 2.636 -2.649 0.180
F 3.591 -0.881 -1.057
F 2.961 -1.358 2.110

Computed properties:
DFT total energy: -262576.026 eV
Spin multiplicity: 3
Energy above the lowest of the compared OMol25 structures with the same formula, charge and spin: 1.306 eV
Charge: +2
Gap between HOMO and LUMO (spin up / spin down): 5.014 / 5.445 eV
HOMO (spin up / spin down): -14.647 / -14.632 eV

---

Record 6
Entry from the Open Molecules 2025 dataset: a cluster of 2 separate species, CH6N3O in total (ωB97M-V/def2-TZVPD).

Geometry (Å):
C 1.890 0.124 0.187
N -2.093 -0.309 -0.738
N -3.062 -0.217 0.214
N 1.150 -0.947 0.829
O 0.255 -1.438 -0.156
H 3.028 0.125 0.398
H 1.731 -0.138 -0.842
H 1.563 1.040 0.508
H -2.359 -1.315 -1.122
H -0.465 -0.796 -0.195
H -3.062 0.739 0.610

Computed properties:
DFT total energy: -7646.828 eV
Energy above the lowest of the compared OMol25 structures with the same formula, charge and spin: 2.704 eV
Charge: -1
Gap between HOMO and LUMO (spin up / spin down): 7.264 / 4.761 eV
HOMO (spin up / spin down): -3.065 / -0.781 eV